1.
{
  "formula": "C26H26N4O4S",
  "method": "wB97M-V/def2-TZVPD",
  "elements": ["S", "O", "O", "O", "O", "N", "N", "N", "N", "C", "C", "C", "C", "C", "C", "C", "C", "C", "C", "C", "C", "C", "C", "C", "C", "C", "C", "C", "C", "C", "C", "C", "C", "C", "C", "H", "H", "H", "H", "H", "H", "H", "H", "H", "H", "H", "H", "H", "H", "H", "H", "H", "H", "H", "H", "H", "H", "H", "H", "H", "H"],
  "positions_angstrom": [[0.856692, -0.035558, -3.374889], [6.586043, 1.153284, 0.793188], [-2.966740, -5.265174, 0.183146], [-3.170732, 0.132154, 2.971515], [-0.662439, -5.338539, 0.389881], [3.042983, -0.332442, -1.922104], [-1.227284, 0.877862, -1.143952], [1.035091, -0.952365, -0.628754], [-3.182392, 1.316927, 1.027517], [-2.238629, 1.473823, -1.977016], [-3.722093, 0.570820, 1.987869], [-0.970271, 2.642722, 0.375735], [3.966622, -0.490704, -0.790416], [-4.977158, 1.263012, -0.353203], [5.672092, -1.082371, 1.419582], [3.918685, -1.678633, -0.274997], [-0.359248, 1.660977, -0.320363], [4.861912, -1.917977, 0.708541], [-1.827628, 2.119218, 1.500952], [-5.670206, 0.570106, 0.430235], [1.706060, -0.322479, -1.829258], [5.688478, 0.204634, 0.686212], [-2.787929, -2.489552, -0.551293], [-0.189397, -1.558593, -0.623756], [4.763258, 0.736274, -0.363287], [-1.556296, -3.195300, -0.341314], [7.552157, 1.164563, 2.065191], [-1.974022, 3.286308, -0.471970], [-1.461342, -0.483235, -0.811447], [-2.642578, -1.220029, -1.096219], [-3.825676, 1.699768, -0.025853], [-1.750699, -4.662749, 0.082608], [-0.436904, -2.768570, -0.225239], [-2.919567, 2.675518, -1.181573], [-5.096146, 0.042132, 1.497079], [-6.795045, 0.247419, 0.342649], [6.521309, -1.246608, 1.958771], [-2.919781, -6.174815, 0.490454], [-3.714193, -2.932247, -0.728639], [0.353696, 2.250260, -1.318314], [7.171858, 1.036438, 2.908188], [-5.554985, -0.545980, 2.351628], [0.351236, 1.183705, -0.099308], [0.498777, -3.229512, 0.152720], [-3.782878, 3.128095, -1.565240], [-0.178576, 3.103834, 0.921699], [-2.441540, 4.080786, 0.192969], [1.710885, -1.327117, -0.107499], [-2.078977, 2.631565, 2.553223], [8.081931, 2.082764, 2.028165], [5.065545, -2.924708, 1.587981], [8.372810, 0.362643, 1.744029], [-5.398482, 1.517537, -1.190196], [-1.260177, 3.960125, -1.232013], [3.274666, 0.443663, -2.506399], [-1.284130, 1.086062, 1.724686], [3.368387, -2.407354, -0.511995], [4.712769, 1.605141, -0.952138], [-1.661180, 2.148232, -2.812259], [-2.845939, 0.702452, -2.529087], [-3.602691, -0.578208, -1.216441]],
  "forces_ev_per_a": [[1.04, -0.01, 2.93], [3.54, 1.49, 4.28], [0.41, 1.98, -0.69], [0.66, 0.68, 1.02], [-5.20, 2.61, -1.37], [0.81, 1.35, 2.11], [-1.89, -3.72, 0.66], [1.22, 3.86, -5.08], [4.48, 3.91, 2.26], [1.25, 3.49, -2.58], [-3.61, -4.14, -1.05], [-3.68, 1.47, 4.20], [-0.81, 7.11, -2.78], [1.26, 3.17, -3.71], [-1.90, 5.12, -5.89], [5.52, 1.27, 4.60], [-4.46, 3.81, -11.80], [1.38, -4.82, 6.73], [-0.69, -5.97, 2.85], [-7.97, -6.97, 5.83], [-4.47, -2.87, -1.38], [-1.64, 2.27, -1.69], [3.62, 0.46, -2.50], [-3.63, 9.14, -1.57], [-1.01, -9.04, 2.02], [-16.16, -8.23, 1.33], [4.30, -1.47, -10.83], [5.74, 11.14, 1.23], [3.32, -3.18, -1.88], [-1.41, 3.23, 2.48], [5.12, 4.03, -3.43], [5.21, -3.40, 1.83], [12.94, 2.51, 1.59], [-5.34, -9.93, 0.24], [2.11, -0.20, 5.31], [2.18, 0.87, -0.61], [1.62, -1.03, 1.86], [0.75, -0.11, 0.07], [-1.22, -1.19, 0.40], [-1.75, -0.76, 2.51], [-4.05, -1.54, 7.05], [0.20, 0.61, -1.56], [9.54, -7.13, 4.81], [-1.14, -0.88, -0.47], [-0.35, 1.33, -1.22], [0.25, 2.01, -0.07], [0.36, -0.50, -0.82], [2.93, -1.86, 2.89], [0.66, -0.72, -2.84], [0.02, 1.00, -0.34], [-1.67, 1.66, -3.80], [-1.85, 1.45, 1.16], [-1.94, 1.90, -4.96], [-1.82, -1.25, 1.29], [0.52, 0.11, -0.85], [-0.84, 2.25, 0.78], [-4.29, -5.34, -2.51], [0.52, 1.08, -0.11], [-0.88, -1.87, 1.34], [0.56, 1.17, 0.91], [1.62, -1.42, -0.18]],
  "gap_ha": 0.276,
  "homo_ev": -7.39,
  "relative_energy_ev": 20.1766,
  "lumo_energy_ev": 0.135,
  "largest_force_ev_per_a": 18.2
}

=====

2.
{
  "formula": "C4H10N",
  "method": "wB97M-V/def2-TZVPD",
  "elements": ["N", "C", "C", "C", "C", "H", "H", "H", "H", "H", "H", "H", "H", "H", "H"],
  "positions_angstrom": [[1.221343, -0.490242, -0.320964], [-2.436646, 0.058023, 0.901878], [-2.075368, 0.633127, -0.280368], [1.034847, -0.654342, 0.891445], [2.056398, 0.404326, -1.028978], [2.593836, 0.934136, -0.200760], [-1.921053, 1.670270, -0.498013], [-3.173260, -0.839476, 0.847481], [1.499800, 1.121948, -1.789516], [2.834097, -0.194144, -1.643817], [0.203877, -1.269773, 1.242712], [0.553670, -1.243408, -0.786558], [-2.275256, 0.597995, 1.839645], [-2.082555, 0.128071, -1.248089], [1.742061, -0.120733, 1.579800]],
  "forces_ev_per_a": [[-3.86, -3.84, -3.05], [-1.09, -0.03, -1.87], [-0.70, -1.10, 0.43], [1.19, 1.16, 3.59], [2.20, 1.15, -1.80], [-0.29, 0.10, -1.18], [0.98, 0.66, 0.91], [2.12, 1.10, 0.45], [0.86, -1.58, 1.96], [-1.32, 0.96, 0.99], [0.53, -0.05, 0.01], [1.74, 2.53, -0.21], [-0.55, -0.18, -0.28], [-0.73, -0.48, 0.34], [-1.08, -0.40, -0.30]],
  "gap_ha": 0.313,
  "charge": 1,
  "homo_ev": -13.46,
  "relative_energy_ev": 3.3642,
  "lumo_energy_ev": -4.937,
  "largest_force_ev_per_a": 6.2
}

=====

3.
{
  "formula": "C3HIO2S",
  "method": "wB97M-V/def2-TZVPD",
  "elements": ["I", "S", "O", "O", "C", "C", "C", "H"],
  "positions_angstrom": [[-2.546437, 0.856630, 0.153309], [0.094357, -1.395208, 0.583829], [-1.551358, -2.139290, -1.399397], [3.336873, 1.759525, 1.268935], [-0.945211, -1.334167, -0.785753], [2.243463, 1.626266, 1.287350], [-0.694413, 0.006152, -0.347733], [0.062729, 0.620089, -0.760543]],
  "forces_ev_per_a": [[0.03, 0.55, 0.38], [0.50, 0.36, 1.27], [-0.52, 0.33, -0.97], [2.99, 0.37, -0.02], [0.48, -1.52, -0.28], [-3.01, -0.38, 0.00], [-0.68, -0.43, 0.21], [0.20, 0.73, -0.59]],
  "gap_ha": 0.340,
  "homo_ev": -9.75,
  "relative_energy_ev": 1.3651,
  "lumo_energy_ev": -0.492,
  "largest_force_ev_per_a": 3.0
}

=====

4.
{
  "formula": "C10H18P",
  "method": "wB97M-V/def2-TZVPD",
  "elements": ["P", "C", "C", "C", "C", "C", "C", "C", "C", "C", "C", "H", "H", "H", "H", "H", "H", "H", "H", "H", "H", "H", "H", "H", "H", "H", "H", "H", "H"],
  "positions_angstrom": [[-2.011780, -0.037610, 0.032223], [-0.304794, 0.018195, 0.151820], [-2.462669, -1.004072, -1.431374], [2.180205, -1.306012, -0.315257], [2.856092, 0.967363, -1.196635], [3.048970, 0.535131, 1.385464], [-3.058063, 1.650755, -0.069274], [1.069592, -2.026417, -0.353398], [-2.516143, -0.939219, 1.567417], [0.803221, 0.762277, 0.168400], [2.279572, 0.207317, 0.031385], [-3.585320, -1.145934, 1.398497], [-3.905989, 1.223394, -0.649005], [-2.481360, 2.319828, -0.655212], [-2.191275, -2.002283, 1.617875], [-3.349535, -1.550098, -1.217572], [-2.390486, -0.200730, 2.347589], [0.542811, -2.869308, -0.654363], [-3.365796, 2.090500, 0.787317], [-2.593045, -0.466605, -2.407333], [2.192909, 1.102161, -2.028782], [2.676999, 1.449069, 1.837993], [3.744179, 0.416357, -1.487127], [0.727610, 1.803984, 0.391770], [-1.548016, -1.682010, -1.548105], [3.276563, 1.819507, -0.722904], [3.223088, -1.699775, -0.372186], [4.128191, 0.778886, 1.240644], [3.014262, -0.214663, 2.150121]],
  "forces_ev_per_a": [[-1.14, 1.14, 1.07], [3.66, -1.52, -1.34], [2.14, 0.00, -0.92], [-0.55, -0.27, 1.06], [1.15, -1.41, 1.70], [0.89, 0.53, -1.30], [1.12, -4.41, -2.82], [1.02, 4.84, 0.63], [-1.47, -0.49, -2.20], [-0.57, -1.82, 0.57], [-2.30, 0.11, 0.25], [-0.12, 0.63, 0.36], [0.32, 0.77, 0.33], [0.45, 0.59, -0.72], [0.87, 1.15, 0.39], [-0.71, -0.63, 0.13], [0.28, -0.57, 0.62], [-0.53, -1.32, -0.22], [-0.77, 0.97, 2.97], [0.19, -0.10, 1.13], [-0.33, 0.23, -0.15], [-0.42, 0.14, -0.13], [0.11, -0.17, -0.51], [0.20, 0.85, -0.07], [-1.50, 0.63, 0.05], [-0.02, 1.54, -0.39], [-0.99, -0.26, -0.29], [-0.65, -0.46, -0.33], [-0.34, -0.70, 0.12]],
  "gap_ha": [0.302, 0.301],
  "charge": 1,
  "homo_ev": [-12.29, -12.29],
  "relative_energy_ev": 3.8966,
  "lumo_energy_ev": [-4.079, -4.082],
  "largest_force_ev_per_a": 5.4
}